Entry A
Molecular formula: C16H48O8
Method: DFT, ωB97M-V/def2-TZVPD

Output
- SMILES = CCO.CCO.CCO.CCO.CCO.CCO.CCO.CCO
- multiplicity = 1
- HOMO (Eh) = -0.3447
- molecular weight (Da) = 368.6
- gap between HOMO and LUMO (eV) = 9.8

Geometry as XYZ:
```
72
Properties=species:S:1:pos:R:3:mulliken_charge:R:1
C 0.325 5.040 -3.329 -1.2460
C 1.325 3.880 -3.424 -0.1811
O 0.904 2.788 -2.607 -0.3768
H -0.691 4.717 -3.555 0.3074
H 0.629 5.804 -4.045 0.3688
H 0.279 5.459 -2.324 0.2924
H 2.321 4.209 -3.114 0.3392
H 1.441 3.580 -4.469 0.2837
H 1.570 2.091 -2.724 0.2200
C 0.584 -0.139 -0.482 -0.6420
C 0.000 -1.403 0.131 -0.6394
O -0.532 -1.139 1.404 0.1565
H -0.190 0.622 -0.585 0.0521
H 0.970 -0.403 -1.469 0.3004
H 1.382 0.247 0.153 0.3585
H 0.760 -2.191 0.153 0.0789
H -0.828 -1.761 -0.484 0.3392
H 0.130 -0.676 1.946 0.0394
C -0.008 1.646 3.628 -0.9598
C 1.040 0.705 4.168 -0.2709
O 1.442 -0.105 3.068 -0.4157
H -0.354 2.276 4.453 0.4097
H -0.899 1.077 3.353 0.0667
H 0.321 2.255 2.789 0.2847
H 0.651 0.122 5.007 0.3541
H 1.876 1.281 4.577 0.3302
H 2.070 -0.761 3.410 0.1635
C -3.981 -0.664 -0.302 -1.2376
C -3.382 0.484 0.509 0.3882
O -4.448 1.312 0.970 -0.6009
H -4.530 -0.340 -1.185 0.3442
H -4.644 -1.296 0.292 0.3404
H -3.197 -1.342 -0.648 0.2570
H -2.662 1.012 -0.127 0.3388
H -2.760 0.172 1.351 -0.1049
H -4.096 1.910 1.635 0.3226
C -0.731 0.473 -4.668 -0.8475
C -1.740 0.779 -3.577 0.2616
O -1.789 2.151 -3.226 -0.5721
H -0.786 1.190 -5.488 0.3088
H -0.945 -0.482 -5.155 0.4459
H 0.272 0.385 -4.251 -0.0783
H -1.582 0.168 -2.682 -0.2447
H -2.742 0.480 -3.893 0.3798
H -0.925 2.424 -2.875 0.4219
C -4.571 -3.444 3.543 -1.3528
C -3.499 -2.446 3.170 0.3699
O -2.388 -3.038 2.549 -0.5759
H -4.937 -3.959 2.655 0.3181
H -5.419 -2.996 4.059 0.3698
H -4.145 -4.181 4.227 0.3262
H -3.266 -1.819 4.041 0.2062
H -3.912 -1.703 2.476 -0.1215
H -1.900 -2.352 2.077 0.3580
C 4.283 0.670 -1.523 -0.7175
C 4.035 0.434 -3.013 -0.2842
O 2.807 0.964 -3.428 -0.4431
H 4.520 1.716 -1.324 0.2949
H 5.075 0.051 -1.105 0.4074
H 3.379 0.429 -0.962 -0.0978
H 4.048 -0.652 -3.157 0.3022
H 4.909 0.811 -3.553 0.3371
H 2.656 0.723 -4.346 0.1901
C 2.282 -3.689 2.166 -0.9093
C 3.270 -2.499 2.123 -0.0941
O 3.476 -1.963 3.431 -0.6592
H 2.684 -4.443 2.844 0.3986
H 2.224 -4.157 1.182 0.3135
H 1.289 -3.387 2.498 0.1285
H 2.987 -1.666 1.479 0.0700
H 4.211 -2.858 1.695 0.4056
H 4.053 -2.579 3.891 0.3223
```



Entry B
Molecular formula: C16H48O8
Method: DFT, ωB97M-V/def2-TZVPD

Output
- SMILES = CCO.CCO.CCO.CCO.CCO.CCO.CCO.CCO
- multiplicity = 1
- HOMO (Eh) = -0.3495
- molecular weight (Da) = 368.6
- gap between HOMO and LUMO (eV) = 9.9

Geometry as XYZ:
```
72
Properties=species:S:1:pos:R:3:mulliken_charge:R:1
C -14.719 23.749 -7.421 -1.0452
C -14.769 24.725 -8.596 0.2657
O -15.453 25.890 -8.243 -0.6064
H -14.238 24.257 -6.585 0.1442
H -14.065 22.906 -7.643 0.3829
H -15.720 23.410 -7.156 0.1471
H -15.309 24.227 -9.401 0.2089
H -13.772 24.971 -8.962 0.2376
H -15.409 26.471 -9.005 0.1984
C -19.843 24.152 -7.069 -1.1547
C -18.661 24.887 -7.723 0.0793
O -17.739 25.284 -6.712 -0.4968
H -20.439 23.618 -7.809 0.3604
H -20.539 24.792 -6.526 0.3184
H -19.466 23.440 -6.335 0.1737
H -18.971 25.770 -8.281 0.2374
H -18.175 24.175 -8.390 0.2040
H -16.958 25.533 -7.212 0.3897
C -12.474 27.805 -9.902 -0.5916
C -12.354 29.254 -10.338 -0.4134
O -13.644 29.827 -10.485 -0.5475
H -11.486 27.345 -9.910 0.4238
H -13.202 27.268 -10.509 -0.1114
H -12.830 27.787 -8.871 0.2842
H -11.859 29.389 -11.300 0.3612
H -11.838 29.804 -9.551 0.3011
H -13.448 30.690 -10.857 0.2941
C -13.204 22.034 -2.350 -0.9654
C -13.240 23.507 -2.768 0.5287
O -11.988 24.120 -2.545 -0.5733
H -14.093 21.472 -2.636 0.2288
H -13.077 21.917 -1.274 0.3635
H -12.320 21.511 -2.714 0.1718
H -14.034 23.983 -2.192 0.3400
H -13.512 23.622 -3.817 -0.3472
H -11.831 24.765 -3.239 0.3552
C -16.861 26.604 -11.433 -0.9347
C -16.110 27.953 -11.262 -0.1589
O -15.716 28.136 -9.884 -0.6631
H -16.222 25.729 -11.308 0.1496
H -17.270 26.586 -12.443 0.4173
H -17.719 26.531 -10.765 0.1740
H -16.795 28.776 -11.471 0.3628
H -15.242 28.048 -11.914 0.2831
H -15.020 28.791 -9.977 0.3149
C -11.106 22.875 -5.857 -0.8533
C -10.258 21.947 -4.932 -0.2103
O -9.222 21.416 -5.774 -0.5304
H -10.548 23.633 -6.407 0.3947
H -11.808 23.408 -5.216 0.0736
H -11.611 22.350 -6.668 0.2842
H -10.906 21.193 -4.486 0.1661
H -9.810 22.438 -4.068 0.3382
H -8.705 20.810 -5.238 0.2899
C -16.707 22.346 -4.400 -0.9351
C -17.555 21.732 -3.275 -0.5114
O -17.352 20.369 -3.353 -0.5108
H -16.748 23.434 -4.451 0.3811
H -17.120 22.060 -5.367 0.3022
H -15.638 22.131 -4.427 0.2875
H -18.631 21.906 -3.314 0.4031
H -17.280 22.125 -2.296 0.2251
H -18.243 20.011 -3.360 0.3234
C -12.853 24.248 -11.676 -0.5759
C -12.130 23.876 -12.967 -0.4877
O -13.109 23.441 -13.886 -0.5263
H -13.431 23.438 -11.230 0.2853
H -13.547 25.069 -11.856 0.0799
H -12.148 24.617 -10.932 0.3033
H -11.506 22.994 -12.827 0.3502
H -11.538 24.652 -13.452 0.2515
H -12.850 22.598 -14.264 0.3095
```



Entry C
Molecular formula: C16H48O8
Method: DFT, ωB97M-V/def2-TZVPD

Output
- SMILES = CCO.CCO.CCO.CCO.CCO.CCO.CCO.CCO
- multiplicity = 1
- HOMO (Eh) = -0.3444
- molecular weight (Da) = 368.6
- gap between HOMO and LUMO (eV) = 9.6

Geometry as XYZ:
```
72
Properties=species:S:1:pos:R:3:mulliken_charge:R:1
C 6.516 13.254 9.911 -0.6492
C 7.425 14.160 10.791 -0.0078
O 8.292 14.834 9.971 -0.4955
H 6.041 13.819 9.109 0.3766
H 5.793 12.721 10.528 0.2494
H 7.115 12.493 9.410 -0.1001
H 7.830 13.564 11.609 -0.0194
H 6.767 14.828 11.347 0.3037
H 9.106 14.712 10.466 0.3474
C 10.086 12.011 14.861 -0.8717
C 8.747 12.367 15.470 -0.0336
O 8.777 13.281 16.519 -0.5585
H 9.916 11.621 13.857 -0.0160
H 10.611 11.302 15.502 0.4529
H 10.761 12.864 14.791 0.4455
H 8.335 11.439 15.867 0.1409
H 8.030 12.770 14.755 0.1514
H 9.574 13.071 17.012 0.3174
C 5.766 11.028 13.130 -0.5290
C 6.557 9.780 13.619 0.2179
O 5.723 9.023 14.484 -0.5913
H 5.294 11.443 14.021 0.3921
H 5.034 10.883 12.335 0.2351
H 6.427 11.811 12.761 -0.1585
H 7.433 10.034 14.216 -0.0017
H 6.796 9.104 12.798 0.0588
H 5.791 9.461 15.335 0.3418
C 8.440 5.476 10.920 -0.9341
C 9.846 5.842 11.390 -0.4024
O 10.559 6.503 10.350 -0.4369
H 7.862 4.983 11.702 0.3834
H 8.480 4.945 9.969 0.3179
H 7.856 6.379 10.737 0.1620
H 10.451 5.017 11.764 0.3594
H 9.701 6.543 12.212 0.2375
H 10.725 5.868 9.649 0.2476
C 8.889 12.106 6.705 -1.1302
C 10.178 11.427 7.109 0.1754
O 10.247 10.071 6.649 -0.6799
H 7.991 11.545 6.964 0.2477
H 8.798 12.437 5.671 0.3625
H 8.739 13.001 7.308 0.2790
H 10.334 11.445 8.188 -0.0773
H 10.902 11.986 6.517 0.3575
H 10.009 9.598 7.450 0.4515
C 12.900 10.483 12.119 -0.9632
C 12.761 11.184 10.774 -0.2446
O 12.638 10.342 9.645 -0.4955
H 12.030 9.840 12.250 0.1682
H 12.845 11.154 12.976 0.3596
H 13.829 9.921 12.220 0.3084
H 13.682 11.756 10.660 0.4147
H 12.016 11.979 10.816 0.1937
H 11.859 9.797 9.783 0.1593
C 13.449 7.244 8.011 -0.3934
C 14.265 8.305 7.377 -0.4083
O 14.689 9.184 8.409 -0.5660
H 14.018 6.743 8.794 0.2821
H 13.102 6.476 7.320 0.4121
H 12.550 7.694 8.433 -0.2453
H 13.736 8.842 6.590 0.2493
H 15.103 7.791 6.906 0.3086
H 13.949 9.712 8.720 0.4875
C 8.958 10.420 10.795 -0.2389
C 8.655 9.350 9.773 0.1592
O 9.920 9.035 9.126 -0.3506
H 9.437 9.932 11.644 0.2426
H 7.992 10.768 11.160 0.0564
H 9.573 11.270 10.498 0.1315
H 7.936 9.763 9.065 0.2400
H 8.176 8.439 10.131 -0.4367
H 10.198 8.231 9.572 0.2498
```



Decreasing stability: entry A, entry B, entry C



Entry A
Molecular formula: C4H10NO2
Method: DFT, ωB97M-V/def2-TZVPD

Output
- multiplicity = 1
- HOMO (Eh) = -0.5119
- molecular weight (Da) = 104.1
- net charge = +1
- gap between HOMO and LUMO (eV) = 4.5

Geometry as XYZ:
```
17
Properties=species:S:1:pos:R:3:mulliken_charge:R:1
O -1.638 -1.312 -0.538 -0.3794
C -0.993 -0.501 -1.259 -0.0836
C 0.367 -0.216 -1.118 -0.0472
C 1.261 -0.999 -0.152 0.6086
C 2.427 -0.170 0.412 -1.2895
O 0.578 -1.563 1.002 -0.4342
N -2.408 1.961 0.884 -0.6648
H -1.501 0.085 -2.154 0.3398
H 0.808 0.701 -1.516 0.4426
H 1.677 -1.766 -0.770 0.2906
H 2.847 0.434 -0.372 0.4155
H 3.137 -0.835 0.881 0.3481
H 2.085 0.548 1.198 0.3478
H -0.364 -1.572 0.733 0.3807
H -3.277 2.399 0.370 0.2825
H -2.440 0.998 0.512 0.1800
H -2.567 1.809 1.885 0.2624
```



Entry B
Molecular formula: C4H10NO2
Method: DFT, ωB97M-V/def2-TZVPD

Output
- multiplicity = 1
- HOMO (Eh) = -0.4803
- molecular weight (Da) = 104.1
- net charge = +1
- gap between HOMO and LUMO (eV) = 8.0

Geometry as XYZ:
```
17
Properties=species:S:1:pos:R:3:mulliken_charge:R:1
C -1.726 0.793 0.543 -0.5228
C -0.943 0.563 -0.718 -0.4359
C -1.236 -0.548 1.125 -0.3980
C 2.270 -0.524 -0.198 0.3210
N -0.483 -0.740 -0.114 -0.3550
O 2.648 -1.012 -1.329 -0.3366
O 2.182 0.795 -0.109 -0.3922
H -1.614 1.665 1.173 0.3000
H -2.759 0.666 0.427 0.2414
H -1.393 0.476 -1.638 0.4077
H -0.171 1.326 -0.889 0.1391
H -0.524 -0.220 1.934 0.1283
H -2.011 -1.217 1.373 0.3631
H 1.761 -1.305 0.369 0.4359
H -0.751 -1.414 -0.817 0.2650
H 2.861 -0.274 -2.016 0.4073
H 1.890 0.970 0.881 0.4317
```



Entry C
Molecular formula: C4H10NO2
Method: DFT, ωB97M-V/def2-TZVPD

Output
- SMILES = C[C@H]1[NH2+][C@@H](O)[C@@H]1O
- multiplicity = 1
- HOMO (Eh) = -0.5426
- molecular weight (Da) = 104.1
- net charge = +1
- gap between HOMO and LUMO (eV) = 11.5

Geometry as XYZ:
```
17
Properties=species:S:1:pos:R:3:mulliken_charge:R:1
C 2.116 -0.109 0.581 -1.2132
C 0.808 0.269 -0.198 -0.1491
N 0.040 -0.974 -0.849 -0.2806
C -1.374 -0.357 -0.272 -0.3409
O -1.934 -1.200 0.606 -0.4856
C -0.592 0.878 0.377 0.2354
O -1.115 2.015 -0.191 -0.5319
H 1.871 -0.504 1.591 0.3342
H 2.627 0.849 0.637 0.3640
H 2.703 -0.890 0.087 0.3671
H 0.937 0.914 -1.150 0.3520
H 0.059 -1.137 -1.872 0.3356
H 0.055 -1.899 -0.476 0.3104
H -2.030 -0.207 -1.084 0.5080
H -2.766 -1.417 0.284 0.3663
H -0.503 1.051 1.498 0.4500
H -0.903 2.717 0.432 0.3782
```



Entry D
Molecular formula: C4H10NO2
Method: DFT, ωB97M-V/def2-TZVPD

Output
- SMILES = [NH3+][C@H](C=O)CCO
- multiplicity = 1
- HOMO (Eh) = -0.5533
- molecular weight (Da) = 104.1
- net charge = +1
- gap between HOMO and LUMO (eV) = 11.5

Geometry as XYZ:
```
17
Properties=species:S:1:pos:R:3:mulliken_charge:R:1
N 0.998 -0.826 0.460 -0.2237
C 0.016 -0.257 -0.526 0.0517
C 0.762 -0.005 -1.804 0.0162
O 1.927 -0.287 -1.896 -0.4666
C -0.769 0.958 -0.005 -0.9175
C -1.758 0.645 1.107 -0.5035
O -1.070 -0.107 2.116 -0.5080
H 0.738 -1.761 0.750 0.3316
H 1.929 -0.790 0.031 0.3701
H 0.979 -0.273 1.322 0.3364
H -0.792 -0.978 -0.650 0.2596
H 0.209 0.391 -2.649 0.3948
H -1.289 1.403 -0.845 0.4404
H -0.103 1.732 0.372 0.3894
H -2.678 0.178 0.758 0.4064
H -2.043 1.600 1.560 0.3264
H -1.709 -0.440 2.756 0.2962
```



Decreasing stability: entry D, entry C, entry B, entry A



Entry A
Molecular formula: C3H4IN
Method: DFT, ωB97M-V/def2-TZVPD

Output
- multiplicity = 1
- HOMO (Eh) = -0.3162
- molecular weight (Da) = 181.0
- gap between HOMO and LUMO (eV) = 8.6

Geometry as XYZ:
```
9
Properties=species:S:1:pos:R:3:mulliken_charge:R:1
C 1.006 0.439 0.322 -0.3050
C -0.057 1.178 0.045 -0.2689
C 0.314 -0.784 -0.293 -0.3238
N -0.854 0.125 -0.528 -0.3894
I -2.627 -0.206 0.368 0.1324
H 2.088 0.436 0.617 0.3204
H -0.460 2.181 -0.008 0.4383
H 0.766 -1.371 -1.227 0.2296
H -0.175 -1.999 0.705 0.1664
```



Entry B
Molecular formula: C3H4IN
Method: DFT, ωB97M-V/def2-TZVPD

Output
- multiplicity = 1
- HOMO (alpha / beta) (Eh) = -0.3538 / -0.3110
- molecular weight (Da) = 181.0
- gap between HOMO and LUMO (alpha / beta) (eV) = 9.2 / 6.0

Geometry as XYZ:
```
9
Properties=species:S:1:pos:R:3:mulliken_charge:R:1
C -1.040 0.367 -0.263 -0.3118
C 0.152 0.974 -0.204 0.0200
C -0.509 -0.917 0.249 -0.2863
N 0.621 0.022 0.583 -0.3757
I 3.776 -0.041 -0.290 -0.0547
H -2.112 0.670 -0.404 0.2985
H 0.570 2.039 -0.378 0.2869
H -1.101 -1.233 1.108 0.2050
H -0.356 -1.883 -0.401 0.2180
```



Entry C
Molecular formula: C3H4IN
Method: DFT, ωB97M-V/def2-TZVPD

Output
- SMILES = C#CN=C.I
- multiplicity = 1
- HOMO (Eh) = -0.3350
- molecular weight (Da) = 181.0
- gap between HOMO and LUMO (eV) = 9.2

Geometry as XYZ:
```
9
Properties=species:S:1:pos:R:3:mulliken_charge:R:1
C -0.550 -2.138 0.087 -0.4386
C -0.672 -0.975 -0.259 0.0247
N -0.236 0.258 -0.396 -0.2199
C -0.920 1.342 -0.172 -0.2637
H -0.661 -3.155 0.336 0.4064
H -1.944 1.320 0.119 0.2593
H -0.488 2.297 -0.183 0.2462
I 2.974 1.292 0.022 -0.1302
H 2.497 -0.241 0.446 0.1158
```



Decreasing stability: entry C, entry B, entry A